Below is a molecular structure, C25H58InN2O2Si3 at a distorted geometry, with properties calculated with ωB97M-V/def2-TZVPD.

The geometry in XYZ format:
```
91
Properties=species:S:1:pos:R:3:lowdin_charge:R:1
O -0.8621 -2.6889 -2.1118 -0.22
O -2.2209 -0.7156 -3.3222 -0.25
C 0.4479 -3.2553 -2.0752 -0.24
C 0.9244 -3.9060 -0.7931 -0.07
H 1.1701 -2.4894 -2.3959 0.10
H 0.4529 -4.0020 -2.8796 0.13
H 1.2602 -3.1853 -0.0438 0.04
H 1.7989 -4.5153 -1.0430 0.09
H 0.1819 -4.5801 -0.3606 0.09
C -1.6169 -2.4344 -0.9073 -0.25
C -2.8404 -3.3169 -0.8893 -0.05
H -1.9099 -1.3744 -0.9350 0.09
H -0.9792 -2.5860 -0.0207 0.10
H -3.5758 -3.0005 -1.6369 0.06
H -3.3073 -3.2543 0.0963 0.08
H -2.5920 -4.3663 -1.0811 0.09
C -3.3171 0.1940 -3.5117 -0.26
C -1.9785 -1.6466 -4.3925 -0.27
C -4.4367 -0.1551 -2.5690 -0.07
H -3.6559 0.1640 -4.5581 0.13
H -2.9466 1.2065 -3.3058 0.10
H -4.9110 -1.0955 -2.8581 0.07
H -5.2021 0.6190 -2.5950 0.08
H -4.0804 -0.2449 -1.5401 0.07
C -3.1197 -2.5879 -4.6633 -0.06
H -1.1217 -2.2216 -4.0266 0.09
H -1.6798 -1.0923 -5.2984 0.12
H -3.3945 -3.1340 -3.7528 0.07
H -2.7753 -3.3139 -5.4065 0.09
H -3.9934 -2.0699 -5.0737 0.08
H -0.8188 -0.3007 -2.1308 0.03
In 0.6691 0.7099 1.2205 1.11
C -0.0378 0.4654 -1.8275 -0.19
Si 0.7779 1.1790 -3.3848 0.48
H -0.5335 1.2800 -1.2847 0.02
H 0.7003 -0.0620 -1.2016 -0.02
C 1.4915 -0.3060 -4.2781 -0.17
C 2.1088 2.4416 -2.9986 -0.17
C -0.5063 1.9722 -4.4922 -0.17
C 2.5636 -0.3817 0.9942 -0.30
Si 3.7803 0.7565 1.8508 0.38
H 2.8330 -0.5272 -0.0673 0.02
H 2.4846 -1.3847 1.4403 0.00
C 4.2634 2.1406 0.6806 -0.18
C 5.2905 -0.2856 2.2687 -0.17
C 3.0713 1.4380 3.4606 -0.18
H -0.0384 2.4719 -5.3477 0.04
H -1.0823 2.7230 -3.9390 0.04
H -1.2129 1.2379 -4.8947 0.02
H 2.3523 -0.7130 -3.7299 0.03
H 1.8093 -0.0221 -5.2911 0.04
H 0.7247 -1.0885 -4.3567 0.02
H 2.7233 2.1850 -2.1257 0.01
H 1.6755 3.4370 -2.8311 0.04
H 2.7818 2.5225 -3.8647 0.04
H 5.5000 -0.9809 1.4440 0.04
H 5.1165 -0.8865 3.1727 0.04
H 6.1935 0.3179 2.4380 0.04
H 2.4840 0.6817 4.0031 0.04
H 2.4453 2.3355 3.3523 0.01
H 3.9275 1.7117 4.0988 0.05
H 5.1347 2.6801 1.0811 0.05
H 3.4628 2.8762 0.5233 0.03
H 4.5467 1.7378 -0.3031 0.04
C 0.8493 -2.8796 3.0812 -0.02
C 0.1658 -1.7364 3.7596 -0.32
C -0.1712 -1.8141 5.1162 -0.03
C -0.8568 -0.7543 5.7240 -0.03
C -1.1419 0.3865 4.9663 -0.01
C -0.6474 0.4439 3.6402 -0.44
N -0.1233 -0.6558 3.0284 0.06
N -0.5163 1.5493 2.8735 -0.12
Si -0.9522 3.2250 3.1053 0.37
C -2.7893 3.3460 3.4235 -0.16
C -0.0015 3.8509 4.5749 -0.16
C -0.4769 4.1805 1.5653 -0.17
H 1.1232 -2.6226 2.0546 0.03
H 1.7567 -3.1528 3.6393 0.10
H 0.1936 -3.7628 3.0533 0.10
H 0.1365 -2.7123 5.6608 0.12
H -1.1613 -0.8129 6.7727 0.12
H -1.6671 1.2670 5.3397 0.10
H -3.1034 2.6873 4.2474 0.03
H -3.0423 4.3827 3.6979 0.04
H -3.3682 3.0747 2.5274 0.04
H 1.0777 3.8885 4.3821 0.03
H -0.3477 4.8632 4.8262 0.05
H -0.1726 3.2037 5.4444 0.03
H 0.5825 4.0792 1.2882 0.02
H -1.0860 3.9170 0.6889 0.04
H -0.6611 5.2445 1.7898 0.05
```

Computed properties:
max |F|: 0.04425 Eh/bohr
DFT total energy: -2305.80316 Ha
spin multiplicity: 1
relative energy (zero: lowest compared OMol25 entry of this formula, charge and spin): 13.4 kcal per mole
net charge: +1
M: 617.83 g mol⁻¹
highest occupied orbital energy: -0.4042 Eh